No. 1
C6H9N3O2S | the ωB97M-V functional and the def2-TZVPD basis

Results
charge: 0
SMILES: CS(=O)(=O)[C@H]1Cc2[nH]ncc2N1
energy above the lowest of the compared OMol25 structures with the same formula, charge and spin: 73.3 kcal/mol
calculated total energy: -25765.7277 eV

Each line ends with the Mulliken charge.
CARTESIAN COORDINATES (ANGSTROEM)
C (-0.501, 0.968, -3.488)  -0.82
C (0.033, 0.686, -2.211)  0.61
C (-0.160, -0.634, -1.958)  0.21
C (0.550, -0.946, -0.694)  -0.85
C (0.624, 0.409, -0.022)  -0.25
C (-0.547, 0.593, 2.877)  -0.95
N (-0.890, -0.193, -3.946)  -0.84
N (-0.644, -1.192, -3.121)  0.27
N (0.534, 1.422, -1.126)  -0.42
O (-1.773, -0.423, 0.741)  -0.65
O (-1.267, 2.038, 0.778)  -0.72
S (-0.912, 0.658, 1.080)  1.23
H (-0.599, 1.902, -4.018)  0.44
H (-0.120, -1.634, -0.243)  0.35
H (1.549, -1.384, -0.774)  0.36
H (1.426, 0.461, 0.668)  0.50
H (-1.486, 0.355, 3.440)  0.34
H (0.191, -0.233, 3.031)  0.31
H (0.103, 1.452, 3.030)  0.35
H (-1.007, -2.045, -3.343)  0.18
H (0.210, 2.381, -0.905)  0.34

No. 2
C5H7AsF4I2PS2 | the ωB97M-V functional and the def2-TZVPD basis

Results
charge: -1
calculated total energy: -124167.7968 eV

Each line ends with the Mulliken charge.
CARTESIAN COORDINATES (ANGSTROEM)
C (0.945, -2.848, 1.460)  -0.16
C (0.586, -2.139, 0.557)  -0.32
C (0.387, -1.282, -0.622)  -0.97
As (-0.677, 0.466, -0.392)  -0.79
S (-1.901, 2.464, -0.395)  -0.21
I (-0.740, 0.448, 2.242)  -0.16
I (-0.872, 0.625, -3.064)  -0.19
P (-2.677, -0.884, -0.411)  0.21
S (-4.212, -0.123, 0.555)  -0.39
C (1.178, 1.457, -0.440)  0.85
F (1.831, 1.132, -1.575)  -0.24
F (1.093, 2.787, -0.439)  -0.30
C (2.148, 1.059, 0.706)  0.32
F (2.139, 1.968, 1.679)  -0.26
F (3.429, 1.071, 0.225)  -0.33
H (1.142, -3.356, 2.368)  0.45
H (1.330, -1.116, -1.141)  0.51
H (-0.219, -1.871, -1.316)  0.56
H (-1.560, 3.033, 0.780)  0.12
H (-2.365, -2.106, 0.231)  0.06
H (-3.048, -1.133, -1.747)  0.09
H (1.990, 0.061, 1.105)  0.17

No. 3
C23H20N6RuSSe3 | the ωB97M-V functional and the def2-TZVPD basis

Results
charge: +1
multiplicity: 2
energy above the lowest of the compared OMol25 structures with the same formula, charge and spin: 0.0 kcal/mol
calculated total energy: -242567.5242 eV

Each line ends with the Mulliken charge.
CARTESIAN COORDINATES (ANGSTROEM)
Ru (-0.394, -0.511, -0.329)  0.79
N (-2.593, -0.205, -4.033)  -0.39
C (-2.074, -0.150, -2.798)  0.59
S (-0.442, -0.765, -2.594)  -0.43
N (-2.837, 0.340, -1.844)  -1.73
N (-2.222, 0.285, -0.638)  1.41
C (-2.802, 0.800, 0.391)  -1.46
C (-2.075, 0.746, 1.667)  1.57
C (-2.602, 1.273, 2.833)  -0.95
C (-1.857, 1.205, 4.001)  -0.42
C (-0.605, 0.614, 3.969)  -0.90
C (-0.140, 0.110, 2.765)  -0.45
N (-0.852, 0.160, 1.644)  0.57
H (-2.003, -0.446, -4.808)  0.23
H (-3.466, 0.262, -4.214)  0.25
H (-3.784, 1.251, 0.302)  0.42
H (-3.582, 1.730, 2.816)  0.48
H (-2.246, 1.615, 4.924)  0.44
H (0.007, 0.540, 4.856)  0.46
H (0.839, -0.343, 2.691)  0.44
Se (0.224, -3.794, -0.502)  0.02
Se (1.236, -3.145, 1.490)  0.06
C (2.318, -1.773, 0.694)  0.16
C (3.685, -1.821, 0.921)  -0.78
C (4.505, -0.916, 0.267)  -0.44
C (3.928, -0.018, -0.613)  -1.11
C (2.556, -0.027, -0.773)  -0.79
N (1.746, -0.865, -0.109)  0.61
C (-1.604, -3.636, 0.030)  0.06
C (-2.354, -4.797, 0.137)  -0.72
C (-3.692, -4.689, 0.487)  -0.25
C (-4.212, -3.431, 0.720)  -0.88
C (-3.377, -2.330, 0.598)  -0.17
N (-2.094, -2.414, 0.255)  0.43
H (4.091, -2.574, 1.582)  0.45
H (5.576, -0.939, 0.416)  0.43
H (4.524, 0.685, -1.177)  0.55
H (2.073, 0.654, -1.456)  0.96
H (-1.892, -5.756, -0.045)  0.44
H (-4.308, -5.572, 0.583)  0.43
H (-5.249, -3.290, 0.988)  0.44
H (-3.764, -1.337, 0.783)  0.30
Se (-0.132, 2.189, -0.636)  0.00
C (1.533, 2.966, -1.096)  -0.16
C (1.639, 3.651, -2.307)  -0.39
C (2.815, 4.313, -2.628)  -0.57
C (3.889, 4.292, -1.749)  -0.46
C (3.794, 3.597, -0.548)  -0.56
C (2.623, 2.933, -0.223)  -0.13
H (0.797, 3.665, -2.987)  0.40
H (2.890, 4.851, -3.564)  0.39
H (4.798, 4.824, -1.995)  0.40
H (4.629, 3.587, 0.140)  0.43
H (2.537, 2.404, 0.718)  0.50

No. 4
C20H16BrN3O4PdSe | the ωB97M-V functional and the def2-TZVPD basis

Results
charge: -2
energy above the lowest of the compared OMol25 structures with the same formula, charge and spin: 0.0 kcal/mol
calculated total energy: -172532.2469 eV

Each line ends with the Mulliken charge.
CARTESIAN COORDINATES (ANGSTROEM)
Pd (-0.626, -0.633, -2.386)  0.72
C (2.736, -1.096, 0.156)  -1.30
C (1.363, -0.676, -0.312)  1.12
O (1.102, -1.071, -1.510)  -0.75
C (0.559, 0.048, 0.547)  -1.26
C (-0.762, 0.536, 0.303)  1.12
C (-1.483, 1.266, 1.397)  -1.30
N (-1.350, 0.356, -0.840)  -0.08
N (-2.633, 0.854, -1.022)  -0.76
C (-3.057, 0.559, -2.205)  0.77
O (-2.402, -0.105, -3.104)  -0.91
C (-4.419, 1.016, -2.601)  0.20
C (-5.201, 1.791, -1.747)  -0.30
C (-6.465, 2.202, -2.140)  -0.63
C (-6.960, 1.844, -3.389)  -0.29
C (-6.182, 1.073, -4.240)  -0.67
C (-4.915, 0.659, -3.851)  -0.40
H (2.797, -2.186, 0.153)  0.29
H (2.963, -0.724, 1.153)  0.32
H (3.482, -0.725, -0.549)  0.30
H (0.968, 0.272, 1.522)  0.21
H (-0.868, 1.342, 2.290)  0.45
H (-2.429, 0.773, 1.618)  0.30
H (-1.732, 2.275, 1.064)  0.28
H (-4.800, 2.060, -0.780)  0.47
H (-7.066, 2.806, -1.470)  0.36
H (-7.948, 2.167, -3.695)  0.35
H (-6.561, 0.789, -5.215)  0.38
H (-4.295, 0.057, -4.503)  0.55
Br (0.239, -0.329, 10.618)  -0.27
C (1.056, 1.255, 9.916)  0.24
C (1.915, 1.968, 10.735)  -0.39
C (2.504, 3.117, 10.222)  -0.33
C (2.230, 3.527, 8.925)  -0.45
C (1.365, 2.800, 8.116)  -0.07
C (0.772, 1.648, 8.621)  -0.39
C (1.057, 3.265, 6.664)  0.49
O (0.275, 2.530, 6.033)  -0.72
O (1.633, 4.318, 6.324)  -0.74
H (2.117, 1.633, 11.744)  0.36
H (3.181, 3.689, 10.847)  0.35
H (2.672, 4.418, 8.498)  0.41
H (0.104, 1.095, 7.975)  0.50
Se (0.092, -1.907, -4.375)  -0.17
C (-1.365, -1.726, -5.484)  0.26
N (-2.247, -1.648, -6.228)  -0.62

No. 5
C33H34CrN3O3SSe2 | the ωB97M-V functional and the def2-TZVPD basis

Results
charge: 0
multiplicity: 4
energy above the lowest of the compared OMol25 structures with the same formula, charge and spin: 0.0 kcal/mol
calculated total energy: -215335.6006 eV

Each line ends with the Mulliken charge.
CARTESIAN COORDINATES (ANGSTROEM)
Cr (0.237, -0.019, -0.938)  0.81
C (-3.104, 3.556, 2.624)  -1.11
Se (-1.768, 2.279, 2.023)  0.19
C (-0.775, 3.525, 0.899)  0.01
C (-1.365, 3.747, -0.478)  -1.03
Se (-1.218, 2.207, -1.667)  0.18
C (-3.047, 1.562, -1.631)  -0.82
H (-2.634, 4.361, 3.184)  0.31
H (-3.796, 3.023, 3.273)  0.36
H (-3.657, 3.959, 1.778)  0.30
H (0.234, 3.136, 0.798)  -0.65
H (-0.717, 4.467, 1.450)  0.80
H (-0.825, 4.547, -0.985)  0.44
H (-2.421, 4.019, -0.450)  0.38
H (-3.699, 2.297, -2.097)  0.45
H (-3.349, 1.369, -0.604)  0.19
H (-3.054, 0.641, -2.212)  0.15
O (2.293, 2.610, -0.477)  -0.80
S (2.701, 1.579, 0.445)  1.12
O (3.864, 0.790, 0.114)  -0.78
N (1.398, 0.665, 0.672)  0.41
C (1.307, -0.248, 1.714)  0.10
C (2.242, -0.591, 2.665)  -0.18
C (1.893, -1.434, 3.744)  -0.95
C (0.634, -1.943, 3.891)  -1.14
C (-0.336, -1.670, 2.895)  1.26
C (-1.664, -2.149, 2.927)  -0.97
C (-2.526, -1.853, 1.909)  -1.50
C (-2.045, -1.130, 0.806)  -0.55
N (-0.814, -0.679, 0.743)  1.11
C (0.028, -0.880, 1.795)  -0.57
C (3.052, 2.352, 2.008)  0.04
C (4.375, 2.633, 2.314)  -0.53
C (4.675, 3.275, 3.507)  -0.63
C (3.660, 3.616, 4.389)  -0.46
C (2.339, 3.316, 4.081)  -0.97
C (2.031, 2.684, 2.887)  0.40
H (3.249, -0.201, 2.612)  0.62
H (2.652, -1.660, 4.482)  0.44
H (0.370, -2.561, 4.739)  0.46
H (-1.987, -2.747, 3.771)  0.47
H (-3.550, -2.199, 1.910)  0.55
H (-2.672, -0.952, -0.056)  0.61
H (5.153, 2.341, 1.620)  0.50
H (5.705, 3.504, 3.748)  0.40
H (3.899, 4.107, 5.323)  0.39
H (1.548, 3.565, 4.775)  0.45
H (1.004, 2.423, 2.663)  0.03
C (-0.419, -1.169, -6.436)  -0.56
C (-0.478, -2.378, -5.759)  -0.76
C (-0.595, -2.419, -4.379)  -0.38
C (-0.675, -1.238, -3.618)  0.18
C (-0.601, -0.027, -4.319)  0.02
C (-0.474, 0.004, -5.698)  -1.05
N (-0.774, -1.256, -2.219)  1.34
C (-1.198, -2.498, -1.688)  -0.82
C (-0.378, -3.257, -0.852)  0.25
C (-0.839, -4.427, -0.261)  -0.80
C (-2.125, -4.879, -0.513)  -0.56
C (-2.943, -4.150, -1.371)  -0.84
C (-2.486, -2.978, -1.950)  0.25
H (-0.324, -1.141, -7.514)  0.38
H (-0.422, -3.310, -6.309)  0.37
H (-0.624, -3.380, -3.884)  0.42
H (-0.627, 0.907, -3.779)  -0.04
H (-0.420, 0.964, -6.197)  0.43
H (0.630, -2.911, -0.652)  0.07
H (-0.184, -4.988, 0.395)  0.43
H (-2.486, -5.790, -0.054)  0.40
H (-3.946, -4.497, -1.586)  0.38
H (-3.124, -2.410, -2.617)  0.43
C (2.939, -1.703, -2.007)  -1.70
C (1.848, -0.739, -1.755)  1.10
O (1.649, 0.303, -2.363)  -0.33
H (3.691, -1.286, -2.676)  0.44
H (2.482, -2.588, -2.461)  0.36
H (3.383, -2.000, -1.058)  0.30

No. 6
CH4NO2 | the ωB97M-V functional and the def2-TZVPD basis

Results
charge: -1
SMILES: [O-]CNO
energy above the lowest of the compared OMol25 structures with the same formula, charge and spin: 86.6 kcal/mol
calculated total energy: -6684.7364 eV

Each line ends with the Mulliken charge.
CARTESIAN COORDINATES (ANGSTROEM)
C (-0.819, 0.125, -0.165)  -0.01
N (0.853, 0.639, -0.110)  -0.45
O (1.588, -0.588, 0.029)  -0.47
O (-0.849, -1.199, 0.047)  -0.83
H (-1.250, 0.489, -1.175)  0.11
H (-1.382, 0.823, 0.562)  0.12
H (1.112, 0.942, 0.801)  0.21
H (0.747, -1.231, 0.010)  0.33

No. 7
C4H11N2 | the ωB97M-V functional and the def2-TZVPD basis

Results
charge: +1
SMILES: C=[NH+]CCCN
energy above the lowest of the compared OMol25 structures with the same formula, charge and spin: 58.9 kcal/mol
calculated total energy: -7298.3955 eV

Each line ends with the Mulliken charge.
CARTESIAN COORDINATES (ANGSTROEM)
C (1.064, 1.267, -0.253)  -0.60
C (-0.446, 1.308, 0.079)  -0.72
C (-1.257, 0.092, -0.178)  -0.52
C (-0.851, -2.297, -0.191)  -0.25
N (-0.532, -1.115, 0.241)  0.01
N (1.640, 0.070, 0.364)  -0.60
H (1.560, 2.165, 0.096)  0.38
H (1.069, 1.283, -1.343)  0.33
H (-0.417, 1.452, 1.166)  0.32
H (-0.921, 2.227, -0.296)  0.37
H (-2.264, 0.035, 0.262)  0.38
H (-1.459, -0.095, -1.266)  0.36
H (-1.422, -2.425, -1.109)  0.29
H (-0.718, -3.028, 0.602)  0.30
H (2.548, -0.111, -0.064)  0.25
H (1.917, 0.107, 1.343)  0.29
H (0.489, -0.934, 0.547)  0.39

No. 8
C11H12NO | the ωB97M-V functional and the def2-TZVPD basis

Results
charge: +1
SMILES: C#C/[N+](=C(/C)OC)c1ccccc1
energy above the lowest of the compared OMol25 structures with the same formula, charge and spin: 108.9 kcal/mol
calculated total energy: -15128.5533 eV

Each line ends with the Mulliken charge.
CARTESIAN COORDINATES (ANGSTROEM)
C (1.118, 2.660, 0.953)  -0.18
C (1.035, 1.517, 0.614)  -0.54
C (-3.605, -0.164, -0.101)  -0.52
C (-2.959, 0.136, 1.171)  -0.50
C (-2.836, -0.085, -1.203)  -0.68
C (-1.595, 0.286, 1.266)  -0.61
C (-1.434, 0.031, -1.161)  -0.12
C (-0.869, 0.134, 0.076)  -0.12
C (1.387, -0.664, -0.031)  1.35
C (0.779, -1.942, -0.387)  -1.58
C (3.751, 0.266, -0.212)  -0.52
N (0.545, 0.324, 0.175)  0.34
O (2.639, -0.650, -0.283)  -0.28
H (1.347, 3.577, 1.441)  0.48
H (-4.635, -0.577, -0.162)  0.40
H (-3.615, 0.233, 1.998)  0.42
H (-3.248, -0.216, -2.086)  0.50
H (-1.123, 0.522, 2.177)  0.51
H (-0.863, -0.010, -2.007)  0.59
H (-0.171, -1.999, 0.001)  0.44
H (0.753, -1.958, -1.421)  0.41
H (1.280, -2.837, -0.110)  0.45
H (3.460, 1.241, 0.109)  0.25
H (4.620, -0.187, 0.363)  0.26
H (4.237, 0.361, -1.181)  0.26

Q: Among the records above, which one has the lowest charge?
A: C20H16BrN3O4PdSe